(1)
The following is a DFT calculation (ωB97M-V/def2-TZVPD) of an isolated molecule of C4H5N3O2 in a non-equilibrium geometry.

Each line ends with the natural charge from an NBO analysis.
Geometry (Å):
C1 -1.5664 0.4209 0.2106  -0.43
N1 -0.3217 0.4030 -0.3994  -0.26
C2 -0.1362 0.0149 -1.7039  0.29
N2 0.8009 -0.8730 -1.9135  -0.53
C3 1.5262 -1.1326 -0.6495  0.78
O1 2.5468 -1.6286 -0.3372  -0.50
N3 0.6668 -0.3008 0.2688  -0.36
C4 1.0483 0.2785 1.5363  0.51
O2 1.8089 -0.1042 2.4627  -0.52
H1 -1.9842 -0.5670 0.4753  0.21
H2 -2.3841 0.9095 -0.3842  0.23
H3 -1.4559 1.1467 0.9497  0.21
H4 -0.8577 0.4972 -2.4805  0.22
H5 0.3083 0.9355 1.9648  0.13

Values from the calculation:
LUMO: 0.0189 eV
Frontier orbital gap: 9.9 eV
SMILES: Cn1cnc(=O)n1C=O
ΔE to the lowest compared entry with this formula, charge and spin: 93.7 kcal per mole
Highest occupied orbital energy: -9.846 eV
Total charge: 0

(2)
The following is a DFT calculation (ωB97M-V/def2-TZVPD) of a cluster of 3 separate species, C6H10O2 in total in a non-equilibrium geometry.

Each line ends with the natural charge from an NBO analysis.
Geometry (Å):
C1 1.4384 0.5549 0.0189  -0.21
C2 0.6865 1.4810 0.7840  -0.16
C3 -0.1753 0.8707 1.6972  -0.20
C4 -0.4952 -0.4740 1.7636  -0.22
C5 0.3290 -1.3311 1.0648  -0.22
C6 1.2307 -0.8026 0.0893  -0.27
H1 2.3135 1.1176 -0.5420  0.22
H2 0.7924 2.5258 0.8033  0.22
H3 -0.6922 1.6781 2.1686  0.20
H4 -1.2392 -0.8744 2.3966  0.21
H5 0.1397 -2.3921 1.2379  0.21
H6 1.8618 -1.4764 -0.6315  0.21
O1 -1.1579 1.1186 -1.2440  -0.99
H7 -0.7425 0.5556 -1.8721  0.49
H8 -2.1183 1.1964 -1.3031  0.47
O2 -0.9254 -1.0143 -2.4507  -0.93
H9 -1.3040 -1.4715 -1.6861  0.48
H10 0.0581 -1.2621 -2.2947  0.48

Values from the calculation:
LUMO: 0.7150 eV
Frontier orbital gap: 9.8 eV
SMILES: c1ccccc1.O.O
ΔE to the lowest compared entry with this formula, charge and spin: 35.4 kcal per mole
Highest occupied orbital energy: -9.086 eV
Total charge: 0

(3)
The following is a DFT calculation (ωB97M-V/def2-TZVPD) of a structure of composition C13H17BrOV in a non-equilibrium geometry.

Each line ends with the Mulliken spin population.
Geometry (Å):
C1 0.5874 0.4909 -2.2981  0.01
C2 1.5418 1.0772 -1.4073  0.04
C3 1.7342 0.2288 -0.2997  -0.13
H1 2.1015 2.0155 -1.5754  0.01
C4 0.8962 -0.9201 -0.4760  0.11
C5 0.1925 -0.7662 -1.7167  0.06
H2 -0.4614 -1.4783 -2.1737  0.00
H3 0.2742 0.9716 -3.2309  0.02
H4 2.4610 0.3577 0.5094  -0.01
H5 0.8646 -1.7785 0.1826  0.00
V1 -0.6930 0.7346 -0.4460  2.77
Br1 -2.9710 1.3061 -0.6690  0.02
C6 -4.0390 -1.2624 -1.9790  0.00
C7 -3.0942 -2.0674 -2.6409  0.00
C8 -2.5540 -1.3081 -3.7398  -0.01
H6 -2.9243 -3.1260 -2.4647  0.00
C9 -3.1655 -0.0380 -3.7378  0.02
C10 -4.1013 0.0069 -2.6618  -0.01
H7 -4.8177 0.8011 -2.4893  0.00
H8 -4.6724 -1.5574 -1.1521  0.00
H9 -1.9196 -1.7121 -4.5264  0.00
H10 -3.0545 0.7372 -4.4898  0.00
C11 -1.1713 -0.5545 2.2773  0.08
C12 -0.3700 0.7075 2.5074  0.01
C13 0.8645 0.4493 3.3661  0.00
O1 -0.0667 1.2538 1.2369  0.05
H11 -0.5154 -1.2808 1.7788  -0.03
H12 -2.0925 -0.3345 1.7030  -0.01
H13 -1.4103 -0.9952 3.2614  0.00
H14 -0.9813 1.4605 3.0247  0.00
H15 1.4684 -0.3725 2.9071  0.00
H16 1.4576 1.3342 3.6029  0.00
H17 0.5301 0.0150 4.3260  0.00

Values from the calculation:
LUMO (spin up / spin down): 5.4720 / 5.4596 eV
Frontier orbital gap (spin up / spin down): 4.3 / 4.4 eV
ΔE to the lowest compared entry with this formula, charge and spin: 0.0 kcal per mole
<S²>: 3.76
Highest occupied orbital energy (spin up / spin down): 1.150 / 1.018 eV
Total charge: -2
Spin multiplicity: 4

(4)
The following is a DFT calculation (ωB97M-V/def2-TZVPD) of a structure of composition C10H13F2Li2N2O9S2 in a non-equilibrium geometry.

Each line ends with the natural charge from an NBO analysis.
Geometry (Å):
Li1 0.2690 -0.6661 0.0241  0.85
Li2 -1.9536 -2.6562 0.2072  0.95
C1 -1.1536 1.3077 -3.4799  -0.51
C2 -2.4113 1.8149 -3.9720  0.43
C3 -3.6977 1.2376 -3.3163  0.44
O1 -4.7790 1.6117 -3.7433  -0.59
C4 -3.5402 0.2753 -2.2527  -0.48
C5 -2.3070 -0.1404 -1.8084  0.38
C6 -1.0290 0.4082 -2.4603  0.38
O2 0.1231 0.0320 -2.0376  -0.82
O3 -2.2419 -1.0455 -0.8871  -0.93
O4 -2.4832 2.6332 -4.8741  -0.60
H1 -0.2288 1.6443 -3.9319  0.20
H2 -4.4399 -0.0712 -1.7621  0.20
N1 -0.1335 -2.4061 0.9387  -1.27
S1 -0.0264 -2.4701 2.5044  2.46
O5 1.0544 -1.7407 3.0832  -0.90
O6 -0.4165 -3.7279 3.0825  -0.91
F1 -1.2761 -1.5278 2.8442  -0.51
S2 1.0386 -3.6045 0.6475  2.43
O7 0.4457 -4.8682 0.3836  -0.90
O8 2.2949 -3.5176 1.3380  -0.87
F2 1.4165 -3.0954 -0.8153  -0.48
C7 3.6403 1.5993 1.3322  -0.62
C8 2.3637 0.7390 1.4245  -0.08
C9 1.1016 1.5968 1.4615  -0.06
O9 -0.0461 0.7690 1.2988  -0.59
C10 -1.2514 1.5225 1.2774  -0.26
N2 2.3457 -0.2921 0.3606  -0.86
H3 3.6773 2.1455 0.3871  0.21
H4 4.5108 0.9577 1.4481  0.21
H5 3.6315 2.3715 2.1059  0.21
H6 2.3563 0.2701 2.4095  0.21
H7 1.1718 2.3620 0.6758  0.17
H8 0.9811 2.1184 2.4146  0.18
H9 -1.3105 2.1288 0.3694  0.20
H10 -1.4055 2.0834 2.2001  0.17
H11 -2.0513 0.7885 1.1608  0.22
H12 3.2375 -0.7673 0.4937  0.37
H13 2.5227 0.1794 -0.5324  0.38

Values from the calculation:
LUMO: 1.8195 eV
Frontier orbital gap: 5.8 eV
ΔE to the lowest compared entry with this formula, charge and spin: 0.0 kcal per mole
Highest occupied orbital energy: -3.987 eV
Total charge: -1

(5)
The following is a DFT calculation (ωB97M-V/def2-TZVPD) of a cluster of 2 separate species, C3H10N2O in total in a non-equilibrium geometry.

Each line ends with the natural charge from an NBO analysis.
Geometry (Å):
C1 -0.1332 0.9189 2.4079  -0.49
C2 -1.1203 1.3744 1.5298  0.13
O1 -1.5820 0.5941 0.3884  -0.74
H1 0.3151 1.6072 3.1656  0.22
H2 0.2749 -0.0934 2.2660  0.21
H3 -1.6425 2.2801 1.6318  0.17
H4 -1.7632 1.2177 -0.4012  0.49
N1 0.3603 -1.6334 -0.4789  -0.90
C3 1.4208 -1.0791 -1.2630  -0.05
N2 1.0565 0.0227 -2.1057  -0.84
H5 -0.1301 -2.4552 -0.8437  0.36
H6 -0.1766 -1.1483 0.1924  0.39
H7 1.7758 -1.9001 -1.8899  0.19
H8 2.1498 -0.6039 -0.5522  0.17
H9 0.3574 0.6475 -1.6843  0.35
H10 0.5739 -0.3152 -2.9476  0.34

Values from the calculation:
LUMO: 0.6553 eV
Frontier orbital gap: 9.1 eV
SMILES: C=CO.NCN
ΔE to the lowest compared entry with this formula, charge and spin: 59.9 kcal per mole
Highest occupied orbital energy: -8.416 eV
Total charge: 0

| no. | DFT total energy (eV) |
| --- | --- |
| 1 | -12791.809 |
| 2 | -10477.634 |
| 3 | -111532.238 |
| 4 | -59508.133 |
| 5 | -8298.906 |